No. 1
{
  "formula": "C51H113N5O11",
  "method": "wB97M-V/def2-TZVPD",
  "homo_energy_ev": -8.32,
  "spin_multiplicity": 1,
  "relative_energy_ev": 0.4044,
  "energy_ev": -84683.5826,
  "homo_lumo_gap_ev": 8.75,
  "symbols": ["C", "C", "C", "C", "C", "C", "C", "C", "C", "N", "O", "H", "H", "H", "H", "H", "H", "H", "H", "H", "H", "H", "H", "H", "H", "H", "H", "H", "H", "H", "C", "C", "C", "C", "C", "C", "C", "C", "C", "N", "O", "H", "H", "H", "H", "H", "H", "H", "H", "H", "H", "H", "H", "H", "H", "H", "H", "H", "H", "H", "C", "C", "C", "C", "C", "C", "C", "C", "C", "N", "O", "H", "H", "H", "H", "H", "H", "H", "H", "H", "H", "H", "H", "H", "H", "H", "H", "H", "H", "H", "C", "C", "C", "C", "C", "C", "C", "C", "C", "N", "O", "H", "H", "H", "H", "H", "H", "H", "H", "H", "H", "H", "H", "H", "H", "H", "H", "H", "H", "H", "C", "C", "C", "C", "C", "C", "C", "C", "C", "N", "O", "H", "H", "H", "H", "H", "H", "H", "H", "H", "H", "H", "H", "H", "H", "H", "H", "H", "H", "H", "O", "C", "C", "O", "H", "H", "H", "H", "H", "H", "O", "C", "C", "O", "H", "H", "H", "H", "H", "H", "O", "C", "C", "O", "H", "H", "H", "H", "H", "H"],
  "xyz": [[-3.54244, 1.17298, 4.81032], [-2.71920, 0.29009, 5.78870], [-3.64151, 0.06207, 7.05389], [-2.47248, -1.11513, 5.14119], [-1.50230, -1.07922, 4.00493], [-0.18302, -0.45182, 4.46594], [-0.36852, 0.91828, 5.20630], [0.96444, 1.15357, 5.96629], [-0.70700, 2.03323, 4.16472], [-1.45465, 0.78856, 6.18874], [-1.65672, 2.08576, 6.82635], [-4.61407, 0.97903, 4.70669], [-3.68381, 2.12114, 5.28006], [-3.15740, 1.17170, 3.76461], [-4.42234, -0.62566, 6.64173], [-3.09843, -0.47419, 7.86503], [-4.11927, 0.91215, 7.48820], [-2.15105, -1.78286, 5.95973], [-3.37753, -1.45530, 4.59314], [-1.38135, -2.09923, 3.71943], [-1.94667, -0.53952, 3.15085], [0.58061, -0.33145, 3.57033], [0.36608, -1.17173, 5.06805], [1.06523, 2.17409, 6.28266], [1.78475, 1.05273, 5.24453], [1.11400, 0.37809, 6.71815], [-1.28527, 1.72854, 3.32492], [0.29124, 2.37694, 3.74076], [-1.16947, 2.89642, 4.60677], [-1.47224, 1.86465, 7.74964], [0.04386, -5.77877, -0.11508], [1.46409, -5.68738, -0.73352], [2.48309, -5.76794, 0.39285], [1.69231, -6.86723, -1.66192], [1.00210, -6.82829, -2.99947], [1.47830, -5.52804, -3.59163], [1.03260, -4.21775, -2.78231], [1.74024, -3.05384, -3.46043], [-0.49136, -4.06092, -2.72732], [1.66595, -4.46543, -1.49534], [1.57186, -3.45745, -0.52003], [-0.69240, -6.13940, -0.84851], [0.00335, -6.51973, 0.71882], [-0.28639, -4.85295, 0.37406], [2.24500, -6.75532, 0.91559], [3.45716, -5.80607, -0.05095], [2.38428, -5.02363, 1.18056], [2.73957, -6.89090, -1.84159], [1.44160, -7.74728, -1.06116], [1.10573, -7.73797, -3.53116], [-0.11821, -6.82899, -2.90096], [1.09998, -5.32381, -4.60968], [2.55975, -5.49957, -3.64795], [1.38081, -2.05986, -3.26746], [1.63370, -3.22487, -4.54634], [2.85711, -3.14324, -3.29208], [-0.83003, -3.23708, -2.03126], [-0.93139, -5.02055, -2.36868], [-0.92025, -3.95283, -3.71536], [2.40792, -2.99301, -0.55195], [5.50584, 0.98490, 3.52476], [5.54033, 1.55428, 2.11707], [5.39205, 3.08469, 2.18066], [6.89003, 1.17930, 1.49538], [6.93509, -0.25979, 1.06193], [5.71920, -0.56783, 0.15205], [4.40707, -0.24417, 0.71336], [3.34705, -0.34224, -0.33340], [4.13438, -1.31753, 1.81924], [4.44226, 1.19548, 1.21902], [3.22090, 1.41868, 1.89787], [5.73827, -0.09491, 3.57755], [6.24781, 1.57632, 4.14344], [4.55970, 1.19065, 4.04753], [5.45973, 3.61851, 1.25985], [4.53725, 3.45064, 2.66509], [6.21378, 3.55199, 2.73635], [7.06318, 1.82925, 0.57670], [7.75721, 1.49574, 2.13585], [7.83158, -0.44926, 0.50601], [6.85341, -0.89806, 1.94921], [5.75552, -1.60477, -0.21487], [5.93384, 0.05684, -0.74783], [3.26040, -1.38322, -0.59550], [3.55067, 0.26872, -1.22042], [2.41123, -0.13614, 0.18221], [4.95478, -2.06428, 1.93430], [3.28480, -1.94860, 1.52932], [3.80209, -0.92650, 2.76312], [2.99512, 2.31599, 1.57820], [-4.79358, 0.17744, 1.67464], [-6.17482, -0.58275, 1.73682], [-7.07811, 0.31218, 2.68798], [-6.91271, -0.73937, 0.43045], [-6.24562, -1.70968, -0.56184], [-5.99956, -3.03683, 0.14546], [-5.29036, -2.94752, 1.51649], [-5.36052, -4.29709, 2.27047], [-3.84931, -2.60023, 1.24751], [-6.12535, -1.98069, 2.28499], [-5.47812, -1.80200, 3.58243], [-4.77980, 1.14960, 2.22829], [-3.97492, -0.38262, 2.10601], [-4.29067, 0.32919, 0.66654], [-7.34897, 1.26554, 2.23708], [-8.08523, -0.07663, 3.03497], [-6.45784, 0.62123, 3.55351], [-7.88561, -1.14535, 0.65838], [-7.03006, 0.25863, 0.03481], [-6.89376, -1.81267, -1.43590], [-5.29285, -1.34041, -0.94537], [-5.49990, -3.77382, -0.57274], [-6.95895, -3.50515, 0.38275], [-4.62271, -4.33395, 3.10215], [-5.11412, -5.05394, 1.53818], [-6.31667, -4.60564, 2.61998], [-3.50213, -3.39804, 0.61113], [-3.13796, -2.47923, 2.06029], [-3.68183, -1.68082, 0.72528], [-5.90305, -2.42884, 4.19249], [0.81724, 0.62971, -5.77707], [0.33971, 2.12137, -6.18598], [-0.57348, 1.93536, -7.47440], [-0.45933, 2.80757, -5.01993], [-0.81557, 4.29121, -5.32373], [0.56721, 4.97008, -5.54876], [1.33900, 4.41442, -6.71371], [0.60349, 4.93285, -8.05213], [2.72560, 5.03250, -6.76217], [1.53118, 2.95967, -6.50990], [2.31367, 2.36120, -7.57698], [1.25767, 0.16745, -6.65526], [1.57322, 0.69107, -4.99991], [-0.04224, 0.06573, -5.42235], [-1.26187, 1.03596, -7.35866], [-1.31899, 2.74516, -7.63715], [0.02783, 1.79819, -8.33055], [-1.34024, 2.20256, -4.87115], [0.18108, 2.78158, -4.20576], [-1.46166, 4.41684, -6.17476], [-1.33272, 4.82181, -4.49585], [1.05712, 4.94834, -4.58152], [0.30636, 5.99095, -5.73086], [0.69072, 6.00871, -7.99896], [-0.45311, 4.65370, -8.19581], [1.05761, 4.63739, -8.98714], [3.22814, 4.72464, -5.85978], [2.67358, 6.14300, -6.88969], [3.19750, 4.59921, -7.62340], [2.90109, 1.69030, -7.24802], [2.63758, 3.86407, 0.53499], [3.09127, 4.50559, -0.61988], [3.46688, 3.56205, -1.75836], [4.53350, 2.72663, -1.51972], [1.68917, 3.55246, 0.37927], [2.31707, 5.18799, -1.10749], [3.95076, 5.06563, -0.25382], [3.75916, 4.28442, -2.57116], [2.57011, 3.08868, -2.15733], [4.49567, 2.21075, -0.71498], [-0.16330, 3.27747, 0.64619], [-0.92439, 4.51628, 0.79717], [-2.19251, 4.21232, 1.55173], [-3.20584, 3.58831, 0.69936], [-0.54731, 2.77485, -0.08779], [-0.37797, 5.23148, 1.36719], [-1.23614, 5.05786, -0.16349], [-2.76777, 5.06896, 2.02374], [-1.93093, 3.50186, 2.39984], [-2.95232, 2.67169, 0.69085], [0.27482, -1.07678, -0.67165], [-0.76698, -1.17027, 0.24566], [-0.94754, 0.35158, 0.70166], [-1.18794, 1.10822, -0.49309], [0.57027, -1.99380, -0.80325], [-1.67221, -1.48768, -0.24223], [-0.45055, -1.80242, 1.06546], [-0.04441, 0.80119, 1.10366], [-1.73232, 0.49306, 1.45414], [-0.50505, 0.74999, -1.07504]]
}

***

No. 2
{
  "formula": "C16H62N10O15",
  "method": "wB97M-V/def2-TZVPD",
  "homo_energy_ev": -8.29,
  "spin_multiplicity": 1,
  "relative_energy_ev": 0.0000,
  "energy_ev": -63207.8102,
  "homo_lumo_gap_ev": 8.30,
  "symbols": ["C", "C", "O", "H", "H", "H", "H", "H", "H", "C", "O", "N", "N", "H", "H", "H", "H", "C", "O", "N", "N", "H", "H", "H", "H", "C", "O", "N", "N", "H", "H", "H", "H", "C", "O", "N", "N", "H", "H", "H", "H", "C", "O", "N", "N", "H", "H", "H", "H", "C", "O", "H", "H", "H", "H", "C", "O", "H", "H", "H", "H", "C", "O", "H", "H", "H", "H", "C", "O", "H", "H", "H", "H", "C", "O", "H", "H", "H", "H", "C", "O", "H", "H", "H", "H", "C", "O", "H", "H", "H", "H", "C", "O", "H", "H", "H", "H", "C", "O", "H", "H", "H", "H"],
  "xyz": [[-0.08300, -2.50200, -25.52900], [1.06000, -1.68500, -24.89600], [2.20300, -2.53200, -24.76600], [-1.01300, -1.89500, -25.66700], [-0.48900, -3.14900, -24.76700], [0.28200, -3.04000, -26.39900], [0.82300, -1.32200, -23.96200], [1.35600, -0.89100, -25.57800], [2.89000, -1.96500, -24.32300], [2.12200, 2.41500, -18.36100], [3.14200, 3.31600, -18.01400], [1.60700, 2.41400, -19.58400], [1.70000, 1.47700, -17.53100], [1.95100, 3.21200, -20.09800], [0.68600, 2.09600, -19.80700], [2.13900, 1.45600, -16.65200], [1.09900, 0.73300, -17.83100], [-3.37700, 4.41000, -23.94000], [-2.90900, 4.35500, -25.18900], [-3.61300, 5.56100, -23.37300], [-3.87300, 3.46200, -23.22700], [-3.27600, 6.33100, -23.89700], [-4.13600, 5.70500, -22.53500], [-3.77500, 2.51200, -23.61600], [-4.22800, 3.59400, -22.28000], [-4.68200, 5.03600, -20.39700], [-3.98000, 5.90800, -19.59300], [-5.56500, 5.48600, -21.24800], [-4.53700, 3.77300, -20.46700], [-5.81900, 6.49100, -21.28300], [-6.02600, 4.82800, -21.93400], [-3.65600, 3.44300, -19.94000], [-5.34600, 3.14600, -20.49500], [2.94300, -0.86600, -20.68400], [2.44000, -1.27800, -19.47000], [3.81500, -1.47700, -21.41000], [2.45300, 0.23700, -21.18800], [4.26300, -2.35200, -21.02000], [3.99000, -1.27100, -22.37100], [2.02700, 0.95500, -20.55100], [2.47500, 0.45200, -22.18500], [-1.64700, 3.64800, -18.05900], [-2.25800, 2.82300, -19.03100], [-2.04600, 4.82500, -17.80800], [-0.61700, 3.22500, -17.32100], [-2.69700, 5.19400, -18.47000], [-1.31700, 5.39700, -17.30600], [-0.07400, 2.39800, -17.54400], [-0.05800, 3.93300, -16.91000], [-1.29300, -0.19800, -17.81700], [-0.24800, -0.19100, -18.78500], [-2.10500, -0.77600, -18.20700], [-1.65300, 0.78500, -17.46200], [-0.86200, -0.75500, -16.96700], [-0.53600, 0.18400, -19.61400], [-3.23000, -2.28600, -23.97400], [-2.36700, -1.21600, -23.58300], [-3.74200, -2.62500, -23.05900], [-2.62600, -3.16000, -24.30000], [-4.02100, -2.03500, -24.67900], [-1.74900, -1.56900, -22.95100], [-4.17300, 0.42500, -21.12500], [-4.13500, -0.25600, -19.91900], [-5.17600, 0.75900, -21.37900], [-3.89900, -0.31600, -21.87800], [-3.48700, 1.24100, -21.18400], [-4.20900, 0.33400, -19.20000], [-4.49900, 0.82100, -25.50600], [-3.58800, 1.10800, -24.40500], [-5.11900, 1.66400, -25.70400], [-5.24400, 0.13000, -25.06400], [-4.07200, 0.38700, -26.39700], [-3.17300, 0.30300, -24.17500], [-1.30300, -2.20400, -20.93300], [-0.93000, -3.16200, -21.92400], [-2.38700, -2.17100, -20.79200], [-0.96200, -1.21100, -21.21300], [-0.86800, -2.43600, -19.89600], [0.00200, -3.46000, -21.87000], [-0.47900, 1.70700, -25.56700], [0.84700, 2.28200, -25.51300], [-1.19500, 2.34700, -24.97800], [-0.57300, 0.72300, -25.13500], [-0.85100, 1.63100, -26.55600], [0.87300, 3.25700, -25.43300], [-0.77300, 1.48700, -22.26100], [-0.70500, 1.48300, -20.82500], [-0.30100, 2.33400, -22.76700], [-1.75400, 1.36200, -22.59500], [-0.22400, 0.54400, -22.55200], [-1.41500, 2.05900, -20.55900], [-0.54700, 5.19100, -21.30900], [-1.65200, 4.28200, -21.23300], [0.01100, 5.21100, -20.36700], [-0.99500, 6.20100, -21.45800], [0.17300, 5.04200, -22.05700], [-2.15300, 4.45700, -22.04100], [3.24200, 2.06300, -23.70000], [2.36200, 0.94700, -23.82200], [3.54000, 2.44500, -24.67200], [4.23000, 1.73900, -23.38900], [2.87100, 2.87000, -23.07400], [1.61500, 1.28000, -24.26100]]
}

***

No. 3
{
  "formula": "CH6N2O3",
  "method": "wB97M-V/def2-TZVPD",
  "homo_energy_ev": [-9.47, -10.02],
  "spin_multiplicity": 1,
  "relative_energy_ev": 3.5753,
  "energy_ev": -10252.5390,
  "homo_lumo_gap_ev": [8.58, 9.95],
  "symbols": ["C", "N", "N", "O", "O", "O", "H", "H", "H", "H", "H", "H"],
  "xyz": [[-0.27425, 0.34350, -0.40869], [0.98992, 0.69886, 0.02618], [1.19766, -1.10460, 1.13923], [-0.18922, -0.34902, -1.59599], [-1.24864, 1.36758, -0.42877], [-0.87487, -0.65189, 0.56908], [-1.07972, -0.64104, -1.82970], [-0.85152, 2.10871, -0.90165], [-1.15636, -0.14773, 1.34618], [0.89042, 1.33892, 0.81229], [1.84941, -0.96860, 0.35558], [0.74717, -1.99469, 0.91625]]
}